Record 1
The following is a quantum chemistry calculation of 2 unconnected molecules or ions with the total composition C2HO4P at a distorted geometry, from the Open Molecules 2025 dataset.

```
8
Properties=species:S:1:pos:R:3:forces:R:3
C 0.613 -1.780 -0.002 -5.3 1.1 -1.3
C 0.032 1.116 0.540 0.7 -0.1 0.9
O 1.708 -1.978 -0.018 4.3 -1.0 0.5
O 1.100 0.746 0.940 -0.1 -0.4 -0.3
O -0.550 -1.594 -0.165 1.4 -0.6 0.9
O -1.085 0.793 -1.765 -0.1 0.2 -0.3
P -1.443 0.607 -0.346 -1.1 -0.9 -1.0
H -0.375 2.089 0.817 0.2 1.7 0.5
```
Positions in Å, forces in eV/Å.

## Properties
spin multiplicity: 1
LUMO energy: -0.54 eV
frontier orbital gap: 8.8540 eV
ΔE to the lowest compared entry with this formula, charge and spin: 6.89 kcal/mol
molecular weight: 120.000 g mol⁻¹
structure (SMILES): O=CP=O.O=C=O

Record 2
The following is a quantum chemistry calculation of C13H26I2N2O5P2 in the gas phase at a distorted geometry, from the Open Molecules 2025 dataset.

```
50
Properties=species:S:1:pos:R:3:forces:R:3
C 3.496 0.650 1.004 0.3 -0.3 -0.5
C 3.031 0.023 -0.317 0.2 -0.2 0.0
C 2.779 -1.473 -0.156 0.2 -0.2 0.0
C 2.032 0.843 -1.164 0.4 -0.1 0.5
C 0.569 1.168 -0.782 0.0 0.1 -0.1
C 0.284 1.573 0.669 0.0 0.0 -1.0
P 1.198 3.071 1.256 0.7 0.3 0.9
O 2.063 2.967 2.439 0.1 -0.2 0.2
N 0.251 0.390 1.534 -1.3 -0.5 -0.7
C 0.173 0.705 3.077 1.5 -0.5 3.2
O -0.566 1.635 3.337 -0.3 0.1 -0.9
O 0.882 -0.070 3.730 -0.9 0.6 -1.4
C -1.064 -0.281 1.247 0.6 -0.2 0.3
C -1.269 -0.702 -0.209 -0.4 -0.1 -0.2
I -0.570 -2.783 -0.345 0.1 0.1 0.0
C -2.801 -0.807 -0.482 0.0 -0.6 -0.2
C -3.757 -1.096 0.676 -0.2 -0.2 0.3
C -3.644 -2.458 1.354 -0.5 0.3 0.1
I -5.054 -2.505 2.987 0.2 -0.1 -0.1
C -0.613 0.250 -1.270 0.5 -0.2 0.8
P -0.380 -0.450 -2.949 -1.4 -0.5 -1.1
N -1.663 -0.981 -3.640 0.0 0.3 0.9
O 0.793 -1.518 -3.036 0.5 0.5 0.1
O 0.229 0.772 -3.798 0.6 0.2 0.4
H 3.604 1.722 0.890 -0.1 0.2 0.3
H 4.503 0.277 1.184 0.1 -0.1 0.2
H 2.919 0.369 1.881 -0.2 0.3 0.1
H 3.935 0.059 -0.925 0.0 0.2 -0.3
H 2.262 -1.931 -0.993 -0.1 0.1 -0.1
H 3.750 -1.963 -0.095 0.1 -0.1 0.1
H 2.260 -1.753 0.761 -0.2 0.1 0.1
H 2.073 0.428 -2.165 -0.2 0.0 -0.1
H 2.532 1.803 -1.290 -0.1 0.2 0.0
H 0.372 2.109 -1.298 0.1 0.0 -0.4
H -0.752 1.908 0.616 -0.1 0.2 0.4
H 1.938 3.466 0.118 -0.4 0.0 -0.2
H 0.216 4.066 1.416 -0.2 -0.2 -0.4
H 0.969 -0.316 1.370 0.5 0.4 0.1
H -1.810 0.399 1.646 -0.1 0.2 -0.3
H -1.071 -1.159 1.882 -0.1 -0.1 0.1
H -3.175 0.077 -0.999 0.2 0.3 0.2
H -2.931 -1.614 -1.199 -0.1 0.0 -0.1
H -3.761 -0.337 1.454 0.3 0.3 0.0
H -4.762 -1.049 0.261 -0.1 0.1 -0.1
H -2.679 -2.680 1.782 0.1 -0.1 0.1
H -3.966 -3.261 0.706 0.2 -0.2 -0.1
H -1.418 0.966 -1.449 -0.1 0.1 -0.2
H -2.455 -0.932 -3.011 -0.2 -0.1 -0.3
H 1.613 -1.131 -3.368 0.1 -0.1 0.0
H -0.510 1.232 -4.211 0.0 0.0 -0.2
```
Positions in Å, forces in eV/Å.

## Properties
spin multiplicity: 1
LUMO energy: -0.36 eV
frontier orbital gap: 9.2818 eV
ΔE to the lowest compared entry with this formula, charge and spin: 0.00 kcal/mol
molecular weight: 606.116 g mol⁻¹
structure (SMILES): CC(C)C[C@H]1[C@@H](P(=N)(O)O)[C@](I)(CCCI)C[N@H+](C(=O)[O-])[C@H]1[PH2]=O

Record 3
The following is a quantum chemistry calculation of a molecular structure, C36H52BrEuN3OP2 at a distorted geometry, from the Open Molecules 2025 dataset.

```
96
Properties=species:S:1:pos:R:3:forces:R:3
N 4.945 -3.506 0.896 0.3 0.2 0.0
C 3.822 -4.069 1.354 -0.3 -0.2 -0.6
C 2.751 -4.397 0.521 0.4 0.3 0.3
C 2.832 -4.062 -0.852 -0.5 0.3 -0.2
C 4.023 -3.459 -1.320 0.1 0.3 0.5
C 5.053 -3.216 -0.404 -0.6 -0.3 -0.4
C 1.686 -4.207 -1.706 0.8 -2.4 2.9
Eu -1.373 0.155 -0.753 1.6 0.1 1.3
P -2.570 2.948 -0.398 0.7 -0.9 -0.5
C 1.482 -3.401 -2.805 -2.0 3.0 -2.9
C 0.276 -2.609 -2.923 2.0 -0.8 0.6
C 0.239 -1.445 -3.738 -0.8 0.7 -0.5
C -0.872 -0.601 -3.741 0.7 -0.4 -0.3
C -1.956 -0.961 -2.925 -2.1 0.7 -0.4
C -1.998 -2.126 -2.149 0.4 -0.3 0.2
C -0.835 -2.899 -2.090 -0.9 0.3 0.4
Br -3.620 0.211 -2.894 1.3 -1.8 -0.6
H 0.913 -4.910 -1.391 0.2 0.1 0.0
H 2.237 -3.258 -3.577 -0.1 0.0 0.1
H 1.836 -4.805 0.950 0.2 0.0 -0.2
H 4.116 -3.143 -2.358 0.1 -0.2 0.3
H 3.775 -4.267 2.429 0.1 0.1 -0.4
H 5.983 -2.759 -0.757 -0.2 -0.2 0.3
H 1.100 -1.221 -4.370 -0.2 0.0 0.2
H -0.785 -3.741 -1.397 -0.1 0.2 -0.4
H -0.932 0.300 -4.361 0.1 -0.4 0.2
H -2.887 -2.382 -1.556 0.4 0.1 -0.3
P 1.520 1.168 -0.028 0.4 0.7 -0.1
C -3.843 1.667 0.094 -0.6 0.4 0.0
C -5.275 1.892 -0.405 -0.3 -0.6 0.1
H -3.817 1.589 1.195 0.0 0.1 -0.3
H -3.607 0.646 -0.291 -0.1 0.6 0.4
H -5.895 1.058 -0.043 0.0 0.3 -0.1
H -5.719 2.826 -0.053 0.2 -0.3 -0.2
H -5.319 1.850 -1.502 0.0 0.2 0.3
C -2.847 3.423 -2.161 -0.1 -0.2 -0.3
C -3.823 4.556 -2.431 -0.2 0.3 -0.3
H -3.153 2.523 -2.729 0.3 0.8 0.5
H -1.846 3.690 -2.552 -0.4 -0.1 0.2
H -3.919 4.706 -3.515 0.0 0.0 0.3
H -4.829 4.350 -2.048 0.2 0.0 0.0
H -3.464 5.497 -2.002 -0.2 -0.1 -0.1
C -2.903 4.440 0.605 0.2 0.0 0.6
C -4.346 4.630 1.061 -0.3 0.4 0.2
H -2.552 5.330 0.059 0.0 -0.4 0.1
H -2.246 4.339 1.487 -0.2 0.1 -0.3
H -4.406 5.473 1.759 0.1 -0.1 -0.1
H -5.019 4.865 0.228 0.2 -0.1 0.2
H -4.731 3.752 1.588 0.1 0.2 -0.1
C 1.833 2.168 1.500 0.0 -0.3 0.0
C 0.633 2.962 1.999 -0.1 0.2 0.2
H 2.691 2.831 1.296 -0.2 -0.2 0.0
H 2.150 1.448 2.268 -0.1 0.3 -0.1
H 0.954 3.640 2.798 -0.1 -0.1 -0.1
H 0.165 3.566 1.212 0.1 -0.1 0.1
H -0.126 2.293 2.423 0.1 0.1 -0.1
C 1.540 2.522 -1.301 0.0 0.0 0.4
C 1.645 2.013 -2.738 0.0 0.1 -0.2
H 2.394 3.169 -1.052 -0.2 -0.1 -0.1
H 0.618 3.111 -1.159 0.3 -0.1 -0.1
H 1.930 2.843 -3.400 -0.1 -0.3 0.1
H 2.405 1.227 -2.843 -0.2 0.2 0.0
H 0.687 1.611 -3.105 0.3 0.1 0.1
C 3.211 0.464 -0.294 -0.2 -0.2 -0.5
C 3.890 -0.123 0.939 0.1 -0.2 0.1
H 3.843 1.249 -0.740 -0.2 -0.1 0.1
H 3.075 -0.320 -1.057 0.3 0.2 0.2
H 4.885 -0.493 0.666 -0.2 0.1 0.1
H 4.022 0.613 1.739 0.0 -0.2 -0.2
H 3.329 -0.981 1.330 0.1 0.2 0.0
C -1.457 -2.751 5.592 -0.1 -0.2 0.8
N -1.140 -2.710 4.180 -0.1 -0.8 0.4
N -0.875 -1.546 3.545 0.1 1.0 -1.3
C -0.970 -1.747 2.183 -0.2 -0.9 0.4
O -0.972 -0.814 1.318 0.1 0.2 -0.2
C -1.149 -3.155 2.019 -0.2 0.6 -0.2
C -1.329 -3.688 3.276 0.3 0.4 0.2
C -1.680 -5.056 3.704 -0.1 -0.9 -0.1
C -0.631 -0.364 4.314 -0.1 0.2 0.5
C 0.325 -0.433 5.337 -0.1 0.1 -0.2
C 0.310 0.522 6.349 -0.1 0.4 0.0
C -0.628 1.566 6.306 0.0 -0.2 -0.2
C -1.502 1.685 5.216 0.3 0.1 -0.1
C -1.490 0.731 4.198 -0.1 -0.3 0.2
H -1.870 -3.739 5.803 0.1 0.2 -0.1
H -2.208 -1.998 5.878 0.3 -0.2 -0.3
H -0.566 -2.623 6.215 -0.3 0.0 -0.2
H -1.202 -3.671 1.069 -0.1 0.1 0.2
H -0.920 -5.507 4.357 -0.1 0.2 -0.2
H -2.632 -5.103 4.249 0.2 0.1 -0.2
H -1.778 -5.694 2.820 0.0 0.1 0.2
H 1.047 -1.253 5.353 -0.3 0.2 0.0
H 1.017 0.448 7.180 -0.3 0.1 -0.4
H -0.678 2.293 7.119 0.1 -0.2 -0.3
H -2.209 2.516 5.156 0.3 -0.2 0.1
H -2.173 0.771 3.342 0.1 0.0 0.5
```
Positions in Å, forces in eV/Å.

## Properties
spin multiplicity: 8
<S²>: 15.945
LUMO energy (spin up / spin down): -5.15 / -6.99 eV
net charge: +2
frontier orbital gap (spin up / spin down): 6.2095 / 4.5120 eV
molecular weight: 836.648 g mol⁻¹

Record 4
The following is a quantum chemistry calculation of a gas-phase ion, C4H10NO (charge +1) at a distorted geometry, from the Open Molecules 2025 dataset.

```
16
Properties=species:S:1:pos:R:3:forces:R:3
C -1.464 0.261 -0.080 1.2 -3.5 -1.4
C -2.181 -1.089 -0.114 2.8 0.3 0.7
C 0.520 1.663 -0.168 -0.4 -0.2 -0.3
C 1.994 -0.796 0.198 4.4 1.7 0.9
N -0.203 0.421 -0.210 1.6 -3.0 -0.4
O 0.769 -0.963 -0.342 -4.1 1.9 -0.9
H -1.983 1.142 0.030 -1.3 2.0 0.2
H -1.928 -1.755 -0.961 -0.1 0.7 0.3
H -3.207 -1.042 0.099 -1.3 0.4 -0.1
H -1.701 -1.546 0.765 -0.2 -0.5 -0.1
H 1.363 1.749 -0.816 0.4 -0.5 -0.6
H 0.816 1.742 0.821 1.0 0.6 1.9
H -0.147 2.459 -0.398 -0.7 0.6 -0.2
H 2.705 -0.023 -0.280 -1.2 -1.2 -0.1
H 2.617 -1.742 0.229 -1.4 0.5 -0.6
H 2.031 -0.482 1.227 -0.6 0.0 0.8
```
Positions in Å, forces in eV/Å.

## Properties
spin multiplicity: 1
LUMO energy: -5.16 eV
net charge: +1
frontier orbital gap: 10.2154 eV
ΔE to the lowest compared entry with this formula, charge and spin: 96.21 kcal/mol
molecular weight: 88.130 g mol⁻¹
structure (SMILES): C/C=[N+](/C)OC

Record 5
The following is a quantum chemistry calculation of a molecular structure, CH4IP at a distorted geometry, from the Open Molecules 2025 dataset.

```
7
Properties=species:S:1:pos:R:3:forces:R:3
C 0.717 0.495 -0.002 -4.2 -2.8 0.9
P -0.905 -0.109 0.011 0.0 -1.6 0.9
I -3.989 -0.064 0.023 1.4 0.3 0.0
H 1.215 0.719 0.835 1.6 0.8 3.5
H 1.052 1.045 -0.764 0.9 1.8 -3.4
H -0.828 -0.815 -1.149 -0.6 -0.2 -1.0
H -1.219 -1.216 0.976 1.0 1.7 -0.9
```
Positions in Å, forces in eV/Å.

## Properties
spin multiplicity: 1
LUMO energy (spin up / spin down): -2.14 / -2.28 eV
frontier orbital gap (spin up / spin down): 6.3631 / 6.1714 eV
ΔE to the lowest compared entry with this formula, charge and spin: 76.68 kcal/mol
molecular weight: 173.921 g mol⁻¹

Record 6
The following is a quantum chemistry calculation of a molecular structure, C15H35CaFN5O5 at a distorted geometry, from the Open Molecules 2025 dataset.

```
62
Properties=species:S:1:pos:R:3:forces:R:3
Ca -26.517 32.667 -32.204 1.1 -1.2 0.2
F -24.793 31.118 -32.297 -0.2 0.2 0.1
C -23.246 27.787 -33.740 -0.5 1.1 0.3
C -23.281 28.669 -34.981 0.9 -0.8 -1.5
O -22.710 28.305 -35.997 0.0 0.0 0.0
N -23.941 29.847 -34.957 -0.7 0.3 1.7
C -24.017 30.805 -36.036 0.4 -0.2 -0.4
H -23.002 28.419 -32.887 0.1 -0.1 0.2
H -22.496 27.013 -33.840 -0.1 -0.1 -0.2
H -24.232 27.382 -33.513 0.0 -0.2 -0.2
H -24.278 30.125 -34.040 -0.1 0.2 -0.2
H -23.140 31.455 -36.068 0.1 0.0 0.0
H -24.905 31.428 -35.950 -0.1 -0.1 0.2
H -24.039 30.288 -36.994 -0.1 -0.1 0.0
C -23.751 34.625 -28.962 0.0 0.2 -0.5
C -24.094 33.521 -29.943 -0.4 0.6 1.2
O -25.277 33.429 -30.337 -0.3 -0.1 -0.7
N -23.164 32.658 -30.283 0.7 -0.5 -0.6
C -21.750 32.623 -29.870 -0.6 0.2 -0.6
H -23.738 35.569 -29.513 0.0 0.0 -0.1
H -22.784 34.523 -28.481 -0.1 -0.1 0.1
H -24.558 34.721 -28.239 0.1 -0.2 0.1
H -23.451 31.932 -30.932 -0.3 0.0 0.1
H -21.304 33.610 -29.972 0.0 0.1 0.4
H -21.234 31.998 -30.595 0.0 -0.2 0.2
H -21.667 32.205 -28.871 0.3 0.1 0.0
C -23.612 35.366 -34.600 0.8 -0.2 0.5
C -24.010 34.085 -33.919 -1.4 -0.4 0.5
O -25.213 33.869 -33.568 0.4 0.7 -0.3
N -23.127 33.147 -33.649 1.1 -0.4 -0.2
C -21.740 33.111 -34.124 -0.5 0.2 0.3
H -22.626 35.693 -34.259 0.0 -0.2 0.1
H -24.294 36.166 -34.334 -0.3 -0.2 -0.4
H -23.477 35.216 -35.671 -0.4 0.1 -0.1
H -23.445 32.293 -33.193 -0.6 0.2 -0.1
H -21.147 33.868 -33.609 0.1 0.0 -0.2
H -21.723 33.246 -35.204 0.3 0.0 0.0
H -21.354 32.127 -33.866 0.1 0.1 -0.2
C -24.298 29.310 -28.971 -0.2 0.9 0.6
C -23.028 28.787 -29.590 -1.0 -1.3 0.2
O -22.496 27.779 -29.171 0.6 0.5 0.0
N -22.589 29.519 -30.648 0.6 0.3 -0.3
C -21.272 29.259 -31.230 -0.7 -0.8 -0.3
H -24.608 28.736 -28.103 0.2 -0.3 -0.1
H -25.166 29.448 -29.620 0.2 -0.2 -0.3
H -24.055 30.315 -28.608 -0.2 0.0 0.1
H -23.345 29.886 -31.210 0.2 0.3 -0.2
H -20.480 29.624 -30.582 0.0 0.2 -0.1
H -21.240 29.661 -32.242 0.2 0.4 0.2
H -21.119 28.187 -31.368 0.0 -0.1 0.2
C -29.204 28.746 -32.730 0.1 0.4 0.0
C -27.908 29.459 -32.555 0.7 1.1 0.0
O -27.840 30.711 -32.698 -0.2 0.3 -0.1
N -26.805 28.835 -32.187 0.9 -0.8 0.2
C -26.613 27.440 -31.789 -0.3 0.2 0.1
H -29.436 28.278 -31.772 -0.4 -0.1 -0.2
H -29.206 28.013 -33.533 0.2 -0.2 0.1
H -29.905 29.534 -32.992 -0.3 -0.2 0.2
H -25.950 29.385 -32.200 -0.2 0.4 0.0
H -26.531 26.779 -32.650 -0.2 -0.1 0.1
H -27.405 27.138 -31.105 -0.1 -0.2 -0.2
H -25.695 27.382 -31.208 0.1 0.0 -0.1
```
Positions in Å, forces in eV/Å.

## Properties
spin multiplicity: 1
LUMO energy: -2.96 eV
net charge: +1
frontier orbital gap: 8.6346 eV
ΔE to the lowest compared entry with this formula, charge and spin: 38.49 kcal/mol
molecular weight: 424.551 g mol⁻¹

Record 7
The following is a quantum chemistry calculation of C4H8N2O2 in the gas phase at a distorted geometry, from the Open Molecules 2025 dataset.

```
16
Properties=species:S:1:pos:R:3:forces:R:3
C 0.659 -0.693 0.734 2.5 -4.4 0.3
C 1.171 -1.289 2.006 6.2 -1.8 4.8
C -1.209 0.461 0.092 -1.1 1.6 0.2
C -0.696 1.512 -0.893 -0.8 3.0 6.0
H 1.660 -1.990 -0.538 -1.0 0.9 0.7
H 1.274 -0.464 -1.358 -2.1 -3.1 3.5
H 0.401 -1.202 3.034 2.0 -0.3 -3.3
H -2.124 0.841 0.583 0.9 0.5 0.6
H -1.748 -0.198 -0.526 0.2 -2.4 -0.9
H -1.656 2.290 -0.708 3.0 -0.8 -1.6
H 0.372 1.779 -0.487 -2.5 1.0 0.3
H -0.827 0.804 -2.658 -4.9 -2.6 -4.3
N 0.874 -1.296 -0.486 3.6 2.3 -4.9
N -0.261 0.011 1.050 -5.0 3.3 0.6
O 2.401 -1.705 2.223 -6.5 1.9 -1.6
O -0.292 1.140 -2.067 5.4 1.2 -0.6
```
Positions in Å, forces in eV/Å.

## Properties
spin multiplicity: 1
LUMO energy: -0.07 eV
frontier orbital gap: 9.4881 eV
ΔE to the lowest compared entry with this formula, charge and spin: 148.66 kcal/mol
molecular weight: 116.120 g mol⁻¹
structure (SMILES): N/C(C=O)=N\CCO